The following is a DFT calculation (ωB97M-V with the def2-TZVPD basis set) of C4H16As2F12N8O4Tl as an isolated structure at a distorted geometry.

Geometry as XYZ:
```
47
Properties=species:S:1:pos:R:3:forces:R:3
Tl -0.217339 -0.144699 -0.177821 -0.2 0.3 0.9
As -1.856912 1.743412 3.307120 0.5 1.1 1.2
F -3.530382 1.420544 2.889660 0.2 -0.5 0.3
F -2.290759 2.610346 4.712922 -0.2 0.0 -0.3
F -0.171540 2.080444 3.548257 -0.2 -0.2 -0.2
F -1.419879 0.720106 1.882646 0.6 -0.7 -1.6
F -1.970231 3.093976 2.252138 0.1 -0.1 0.0
F -1.677278 0.292992 4.234487 -0.4 0.0 -0.4
As 0.051131 2.614245 -3.441026 -1.1 1.6 -2.2
F 1.680629 2.123886 -3.786425 0.0 -0.2 0.3
F -0.524030 1.406946 -4.547343 0.1 -0.3 0.7
F -1.572808 3.048843 -3.032743 0.2 -0.4 0.2
F 0.632353 3.763225 -2.301691 0.3 -0.3 0.1
F 0.061442 3.731615 -4.750159 0.3 0.0 0.5
F -0.019186 1.391392 -2.119248 -0.4 -1.5 1.4
C -3.963860 -0.926486 0.066197 -1.0 1.0 0.1
O -2.738579 -1.194744 0.209752 1.2 -0.1 -0.5
N -4.676094 -1.339144 -1.001555 0.2 0.1 0.5
N -4.626031 -0.248444 1.020192 1.1 -0.3 -0.1
H -5.669769 -1.194346 -0.954470 -0.1 -0.2 -0.4
H -4.263095 -1.898359 -1.724286 0.0 0.0 0.0
H -4.034821 0.109639 1.768780 -0.3 0.2 0.1
H -5.551174 0.136473 0.929310 0.0 -0.1 -0.1
C -0.880142 -3.831577 -1.051795 -0.2 0.2 -0.4
O -0.777560 -2.917614 -0.206806 0.8 0.6 0.2
N -1.942305 -4.671514 -1.036242 0.2 0.0 -0.3
N 0.022151 -4.060030 -2.037754 -0.4 0.2 0.3
H -2.147490 -5.182304 -1.877466 0.0 -0.3 0.2
H -2.645204 -4.651051 -0.320086 0.1 0.3 0.1
H 0.758578 -3.397942 -2.200663 0.0 0.0 0.0
H -0.198437 -4.733193 -2.750485 0.3 0.0 -0.1
C 3.460856 0.987517 -1.331777 0.4 -0.3 1.2
O 2.263780 0.966956 -0.955275 -1.0 0.0 -0.3
N 3.897455 1.901418 -2.208965 -0.7 -0.8 0.9
N 4.388429 0.169980 -0.763698 0.4 0.2 -0.7
H 3.189528 2.552921 -2.523819 0.4 0.1 -0.6
H 4.875460 1.900032 -2.429360 -0.1 0.6 -0.3
H 4.216387 -0.360377 0.070915 -0.4 0.1 0.0
H 5.350121 0.378157 -0.974941 0.1 -0.3 0.1
C 2.681877 0.216654 2.612262 -0.1 -0.3 0.0
O 1.715411 0.369090 1.850800 -0.4 0.1 -1.0
N 3.885090 0.795711 2.357179 0.3 -0.1 0.2
N 2.625326 -0.584043 3.689582 -0.2 -0.2 0.2
H 4.575175 0.796719 3.089976 0.0 0.1 0.0
H 3.990240 1.502524 1.650667 -0.4 0.1 0.0
H 3.328319 -0.564781 4.407579 0.0 0.0 0.0
H 1.715165 -0.925101 3.955485 0.0 0.1 0.0
```
Forces are in eV/Å.

## Properties
electronic energy: -183497.499 eV
total charge: +1
ΔE to the lowest compared entry with this formula, charge and spin: 0.0 kJ/mol

The following is a DFT calculation (ωB97M-V with the def2-TZVPD basis set) of C4H16AsBBaF4N5O9P2 as an isolated structure at a distorted geometry.

Geometry as XYZ:
```
43
Properties=species:S:1:pos:R:3:forces:R:3
Ba -0.968325 -0.089476 -0.374876 0.3 1.2 -0.9
N 1.668747 0.421527 2.186099 -0.2 0.0 0.0
N 0.909611 0.968858 3.231575 0.1 -0.1 -0.1
C -0.349832 1.443682 3.134763 0.1 -0.3 -0.1
N -0.980165 1.631141 4.308123 -0.2 0.2 -0.1
N -0.789852 1.692289 1.904034 0.2 -0.2 0.2
N -2.093583 2.045934 1.754187 -0.1 -0.1 0.2
O -2.577643 1.718584 0.674574 -0.4 0.5 0.3
O -2.715089 2.647665 2.616744 0.0 0.0 -0.2
H 1.752580 1.114885 1.450761 0.0 0.0 0.0
H 1.197180 -0.425502 1.845725 0.0 0.2 0.1
H 1.242550 0.716092 4.145540 0.0 0.1 0.0
H -0.751061 0.979122 5.039982 -0.1 0.0 0.0
H -1.947303 1.914038 4.235640 0.0 0.0 0.0
O -1.837200 -3.504538 2.491287 0.1 0.0 0.2
P -1.644243 -2.015998 2.002521 -0.1 -0.3 0.3
O -2.227174 -1.010573 2.913248 0.1 0.1 0.2
O -0.242331 -1.760595 1.482723 0.0 0.0 0.1
O -2.579913 -2.005943 0.625638 0.1 -0.1 -0.1
P -2.259321 -3.040716 -0.612400 -0.2 -0.5 -0.1
O -3.698598 -3.060406 -1.330667 0.1 -0.1 -0.1
O -1.940899 -4.366046 -0.011423 0.0 0.0 -0.2
O -1.327740 -2.325637 -1.545814 -0.2 -0.2 0.1
H -1.808338 -4.090283 1.688929 0.0 0.0 0.0
H -4.271027 -3.700056 -0.893801 0.0 0.0 0.0
C 2.574245 -1.666230 -1.826247 0.1 0.0 -0.1
As 1.979195 0.200205 -1.804344 0.3 -0.1 -0.1
C 3.720878 1.083202 -1.795664 0.0 0.0 0.0
C 1.526706 0.400562 -3.689608 0.0 0.0 0.0
H 3.305703 -1.836631 -2.617559 0.0 0.0 0.0
H 1.710430 -2.313858 -1.980424 0.0 0.0 0.0
H 3.015972 -1.913761 -0.861067 0.0 0.0 0.0
H 4.360492 0.666074 -2.574082 0.0 0.0 0.0
H 4.192019 0.939677 -0.823762 0.0 0.0 0.0
H 3.584472 2.150145 -1.965622 0.0 0.0 0.0
H 2.373758 0.124978 -4.318873 0.0 0.0 0.0
H 1.226369 1.431240 -3.874311 0.0 0.0 0.0
H 0.678977 -0.246178 -3.914791 0.0 0.0 0.0
F -1.910089 3.836525 -1.895947 0.0 0.0 -0.1
B -0.808673 3.055531 -2.191794 0.0 0.0 0.1
F -1.236869 1.690272 -2.443326 0.0 -0.1 0.0
F -0.113155 3.514821 -3.307683 0.0 -0.1 0.0
F 0.058523 2.985384 -1.078001 0.1 -0.2 0.1
```
Forces are in eV/Å.

## Properties
electronic energy: -121959.438 eV
total charge: -1
ΔE to the lowest compared entry with this formula, charge and spin: 89.0 kJ/mol

The following is a DFT calculation (ωB97M-V with the def2-TZVPD basis set) of C4H16BCl4CoCrN4O24 as an isolated structure at a distorted geometry.

Geometry as XYZ:
```
55
Properties=species:S:1:pos:R:3:forces:R:3
Cr 1.706985 -1.104270 -1.080642 1.2 -0.7 0.8
Co -1.209713 0.537638 1.949228 2.3 0.4 1.7
Cl 0.711617 3.657415 2.692173 1.5 1.0 4.1
O -0.330376 4.342777 3.403680 -0.9 0.5 -0.6
O 1.303533 4.532884 1.719404 -0.4 -0.7 -0.8
O 1.684949 3.248620 3.674903 0.0 0.2 -1.0
O 0.149102 2.446820 2.145673 -1.3 -1.8 -2.1
Cl 4.169471 0.342129 1.047841 1.9 -0.6 0.6
O 3.214072 -0.655698 0.566589 -1.6 -0.9 -1.0
O 3.493963 1.526199 1.432129 -0.6 0.3 0.5
O 4.913391 -0.301734 2.108537 -0.8 0.8 -0.5
O 5.050333 0.641844 -0.036963 0.5 0.2 -0.8
Cl 0.595767 -1.065836 4.220882 3.3 -0.7 0.7
O 1.872188 -0.433189 4.258759 0.0 -0.4 -0.2
O 0.387170 -1.778275 5.454510 -1.1 0.6 -0.2
O -0.341990 0.032840 4.014421 -2.8 1.1 -1.0
O 0.479167 -1.981148 3.129536 -0.6 -0.3 -0.7
Cl 1.170872 -4.100896 -1.065214 2.5 0.0 3.0
O 2.344210 -3.474274 -0.459758 0.1 -0.1 0.5
O 0.624565 -2.972253 -1.781447 -1.5 1.8 -2.1
O 1.626207 -5.166645 -1.872493 -0.7 -0.4 -1.1
O 0.236004 -4.547519 -0.077659 -0.1 0.1 -0.5
B 0.024984 -0.601860 0.314187 -0.9 -0.4 0.7
H 0.764449 -1.434324 0.471944 1.3 -1.9 1.2
H -0.994886 -1.018264 0.629865 -1.3 -1.0 -0.2
H 0.361140 0.268091 0.967578 0.9 1.7 1.0
H 0.004140 -0.338713 -0.779155 -0.7 1.2 -2.3
C -0.546243 -0.066161 -5.290028 1.0 0.2 -1.4
N 0.154882 0.602758 -4.158511 -0.8 -1.0 0.4
O 0.761692 -0.157884 -3.430911 0.4 0.0 0.2
O 0.032600 1.789210 -3.995025 0.1 0.3 -0.2
H -1.617943 -0.162051 -5.158214 0.1 0.3 0.4
H -0.065017 -1.023081 -5.468640 -0.2 -0.2 0.5
H -0.282376 0.523300 -6.168654 -0.5 0.3 0.0
C -4.355872 1.064632 -0.964512 -1.2 -0.2 0.2
N -2.911034 1.024930 -0.738074 1.3 -0.9 -0.9
O -2.211036 0.918306 -1.706903 -0.1 0.3 -0.3
O -2.463923 0.977749 0.397570 -1.3 0.9 0.7
H -4.722861 0.038800 -1.018675 0.4 -0.1 0.3
H -4.583575 1.483504 -1.939252 0.4 0.4 0.1
H -4.859113 1.557238 -0.138112 0.2 0.1 -0.1
C 2.241719 3.452387 -1.835685 -0.1 1.1 0.0
N 1.633304 2.185387 -1.366940 1.2 0.7 1.5
O 0.589152 2.256359 -0.782627 -0.4 -0.3 -0.6
O 2.350275 1.191142 -1.442599 -0.4 -0.6 -0.6
H 1.655461 4.263946 -1.410872 -0.4 -0.2 -0.4
H 2.266871 3.447194 -2.922058 -0.1 0.0 0.0
H 3.235035 3.643571 -1.434202 0.1 -0.9 0.1
C -2.861301 -3.422682 2.151427 0.6 -0.4 1.1
N -2.941387 -2.013768 1.742076 -0.4 -0.7 -1.2
O -3.558580 -1.757616 0.733769 0.2 0.3 0.0
O -2.442278 -1.196359 2.493588 0.1 0.6 0.2
H -2.536397 -4.161868 1.422547 -0.2 0.7 -0.8
H -3.883907 -3.633680 2.460795 0.2 -0.3 0.4
H -2.089478 -3.427612 2.920240 -0.5 -0.2 0.4
```
Forces are in eV/Å.

## Properties
electronic energy: -176280.355 eV
total charge: -1
spin multiplicity: 8

The following is a DFT calculation (ωB97M-V with the def2-TZVPD basis set) of C4H16BCsO2 as an isolated structure at a distorted geometry.

Geometry as XYZ:
```
24
Properties=species:S:1:pos:R:3:forces:R:3
Cs 0.762010 -0.306852 1.079895 0.5 -0.2 0.4
B 2.423361 -1.874907 3.402889 0.1 -0.2 0.2
H 3.477649 -1.880126 3.632473 4.1 0.0 0.9
H 1.925503 -2.560173 4.071308 -2.1 -3.0 2.1
H 2.045680 -0.896606 3.656901 -1.7 4.3 0.8
H 2.345178 -2.032556 2.338335 -0.6 -1.1 -4.3
C 0.882692 2.017458 -1.482252 -0.7 0.3 -1.4
C 2.145052 2.721882 -0.984395 -1.0 -0.3 0.4
O 2.765058 1.872278 -0.042947 0.5 -0.2 0.5
H 0.985578 1.045560 -1.964885 0.9 -0.2 0.2
H 0.407190 2.566110 -2.295256 0.1 0.5 0.0
H 0.045140 1.863718 -0.801836 0.4 0.4 0.6
H 1.901815 3.614097 -0.407431 -0.5 0.4 -0.5
H 2.867868 3.017465 -1.744848 -0.3 -0.2 -0.4
H 3.218860 2.509821 0.513107 0.5 -0.6 0.5
C -3.921971 -1.038561 -0.820893 -1.0 -0.1 -1.2
C -2.685082 -1.639111 -1.445912 -0.9 0.1 -0.7
O -1.567987 -1.195722 -0.754637 1.3 0.4 1.0
H -4.801684 -1.448370 -1.317140 -0.1 -0.4 0.2
H -4.035748 0.011845 -1.088858 0.5 0.2 0.5
H -4.026638 -1.228957 0.247235 0.1 0.1 0.0
H -2.567571 -1.271313 -2.465231 -0.1 -0.2 -0.1
H -2.716187 -2.728181 -1.478531 -0.1 -0.1 0.1
H -1.875767 -1.138800 0.152911 0.2 0.0 0.2
```
Forces are in eV/Å.

## Properties
electronic energy: -9723.222 eV
ΔE to the lowest compared entry with this formula, charge and spin: 52.8 kJ/mol